1.
Entry from OMol25: a structure of composition C9H15N3O6 (wB97M-V/def2-TZVPD).

The geometry in XYZ format:
```
33
Properties=species:S:1:pos:R:3:forces:R:3
C -1.494 1.568 -1.403 -0.939 0.504 1.243
C -0.994 1.007 -0.044 -6.242 0.211 3.504
C -2.844 0.613 -2.007 0.457 2.565 -1.105
C -2.499 -0.802 -1.604 5.177 -4.673 -0.184
C 0.918 1.118 1.434 3.646 1.463 3.101
C 2.306 1.984 1.268 1.134 -1.489 -2.690
C 1.125 -0.316 2.178 -0.281 3.084 0.583
C 1.476 -1.202 0.973 -1.938 -0.786 -1.631
C 1.357 -2.737 1.213 5.999 1.674 1.830
H -0.454 2.057 -3.174 0.060 -0.190 -0.266
H 0.478 0.686 -2.231 -4.067 3.727 -0.671
H -1.844 2.708 -0.952 0.639 -3.092 -1.924
H -3.975 0.993 -1.860 2.879 -1.029 0.339
H -2.680 0.785 -3.184 -0.310 -0.995 2.550
H -3.176 -2.770 -1.527 1.007 1.972 0.093
H 0.776 1.280 -0.611 1.215 0.377 -0.343
H 0.462 1.849 2.037 -1.672 0.214 1.283
H 0.020 -0.341 2.509 1.704 -1.189 -0.327
H 1.793 -0.137 3.160 -1.216 -0.773 -2.551
H 0.356 -0.833 0.228 4.321 -1.961 1.739
H 2.605 -1.116 0.390 -3.476 0.328 1.826
H -0.233 -2.987 -0.053 -1.816 1.620 -1.703
H 0.791 -4.543 0.316 -1.796 5.017 1.025
H 3.826 2.686 2.207 -1.828 0.910 0.924
N -0.340 1.653 -2.263 2.651 -3.077 0.581
N 0.288 1.021 0.212 0.010 1.101 -2.046
N 0.449 -3.331 0.517 2.057 -8.704 -0.005
O -1.905 0.775 0.859 3.266 0.410 -2.955
O -1.293 -1.245 -1.430 -3.242 2.916 -0.374
O -3.376 -1.799 -1.615 -3.105 0.658 -0.351
O 2.877 1.814 0.160 -1.142 1.740 4.866
O 2.352 -3.296 1.820 -3.719 1.134 -1.674
O 2.853 2.858 2.477 0.566 -3.666 -4.687
```
Positions in Å, forces in eV/Å.

Values from the calculation:
LUMO level in Eh: 0.00754
Multiplicity: 1
HOMO in eV: -9.0
HOMO-LUMO gap in eV: 9.210



2.
Entry from OMol25: a structure of composition C32H24BF4NO4P2PdS2 (wB97M-V/def2-TZVPD).

The geometry in XYZ format:
```
71
Properties=species:S:1:pos:R:3:forces:R:3
Pd 0.144 -0.202 -0.664 -0.357 0.612 0.267
S 0.967 -0.431 -2.860 -0.124 -0.155 -0.012
P 0.780 -2.357 -2.337 -0.015 0.005 -0.029
C 0.047 -2.023 -0.735 -0.056 -0.636 0.171
P -0.557 -3.107 0.539 0.502 -0.139 -0.131
S -2.417 -2.725 0.065 0.066 0.020 0.032
C -0.072 -4.814 0.176 -0.202 -0.075 -0.083
C 0.902 -5.476 0.918 0.088 0.049 -0.020
C 1.249 -6.781 0.598 0.008 0.011 0.003
C 0.637 -7.425 -0.467 -0.022 0.009 -0.007
C -0.342 -6.771 -1.207 -0.010 -0.005 0.036
C -0.706 -5.476 -0.877 -0.059 -0.055 0.081
C 0.231 -2.756 2.111 -0.370 -0.019 0.124
C -0.370 -3.290 3.247 -0.041 -0.005 0.055
C 0.195 -3.066 4.493 0.045 0.027 -0.022
C 1.357 -2.311 4.596 -0.021 -0.021 -0.025
C 1.952 -1.781 3.458 0.028 -0.010 0.009
C 1.390 -1.997 2.211 0.188 0.002 -0.107
C 2.335 -3.162 -1.930 0.030 0.023 -0.049
C 2.461 -4.549 -1.806 0.061 0.042 -0.076
C 3.673 -5.088 -1.412 -0.009 0.006 -0.009
C 4.747 -4.255 -1.123 0.006 0.011 0.005
C 4.615 -2.878 -1.222 0.014 -0.025 0.017
C 3.410 -2.325 -1.626 -0.043 0.001 0.020
C -0.246 -3.337 -3.426 0.039 -0.067 0.071
C -1.601 -3.004 -3.477 -0.001 -0.012 -0.018
C -2.449 -3.729 -4.294 -0.006 -0.012 -0.018
C -1.947 -4.768 -5.069 -0.018 0.006 0.001
C -0.595 -5.079 -5.039 0.014 -0.001 0.012
C 0.262 -4.366 -4.214 -0.003 0.037 -0.045
H 1.401 -4.975 1.738 -0.028 -0.007 -0.005
H 2.001 -7.294 1.184 0.006 0.003 -0.007
H 0.911 -8.443 -0.715 0.003 0.001 0.003
H -0.833 -7.275 -2.029 -0.005 -0.001 0.002
H -1.498 -4.978 -1.422 -0.018 0.019 -0.015
H -1.285 -3.867 3.163 0.005 0.012 -0.004
H -0.276 -3.471 5.379 -0.001 0.001 0.005
H 1.793 -2.124 5.569 0.003 -0.003 0.002
H 2.841 -1.169 3.536 -0.001 0.002 0.010
H 1.846 -1.538 1.339 -0.044 -0.029 0.032
H 1.624 -5.204 -2.009 0.040 0.018 0.012
H 3.773 -6.162 -1.320 0.005 0.000 -0.004
H 5.690 -4.685 -0.809 0.002 -0.001 -0.004
H 5.444 -2.228 -0.980 -0.003 0.005 0.003
H 3.295 -1.249 -1.679 0.020 -0.017 -0.008
H -1.988 -2.191 -2.874 0.020 -0.013 -0.020
H -3.502 -3.482 -4.329 0.001 0.000 -0.006
H -2.613 -5.331 -5.709 -0.001 0.000 0.001
H -0.206 -5.876 -5.658 0.003 0.000 0.000
H 1.316 -4.604 -4.194 0.003 -0.002 -0.015
O -1.767 1.160 -0.951 0.231 0.258 -0.165
C -1.962 2.009 -0.091 -0.092 -0.037 0.012
C -1.611 1.929 1.309 0.059 0.065 -0.003
C -2.022 3.000 2.105 0.018 0.002 0.129
C -1.823 2.967 3.462 -0.063 0.073 -0.081
C -1.214 1.867 4.074 0.049 -0.111 -0.035
C -0.798 0.812 3.308 -0.072 0.099 0.116
C -0.962 0.810 1.900 -0.007 -0.125 -0.039
O -0.545 -0.235 1.260 0.084 0.104 -0.239
N -2.268 4.090 4.279 0.094 0.003 -0.055
O -2.088 4.023 5.481 -0.027 -0.009 0.040
O -2.788 5.036 3.716 -0.040 0.008 0.008
H -2.498 2.933 -0.371 -0.039 -0.047 -0.015
H -2.512 3.854 1.658 -0.002 0.006 0.007
H -1.073 1.873 5.145 0.002 0.000 0.000
H -0.306 -0.042 3.754 -0.009 0.000 -0.006
F 1.067 1.722 -0.436 0.142 0.037 0.111
B 2.332 1.605 0.381 -0.169 0.061 -0.055
F 1.940 1.638 1.702 0.051 -0.001 0.033
F 2.874 0.348 0.055 0.021 -0.022 -0.006
F 3.146 2.634 0.005 0.030 0.020 0.006
```
Positions in Å, forces in eV/Å.

Values from the calculation:
LUMO level in Eh: -0.08902
Multiplicity: 1
HOMO in eV: -8.2
HOMO-LUMO gap in eV: 5.808



3.
Entry from OMol25: the molecule C5H11NO (wB97M-V/def2-TZVPD).

The geometry in XYZ format:
```
18
Properties=species:S:1:pos:R:3:forces:R:3
C -1.018 -1.643 0.048 0.011 -0.138 0.042
C -0.620 -0.340 -0.599 -0.103 -0.243 -0.165
C -1.238 0.934 0.016 0.522 -0.091 0.291
C 0.378 1.345 0.296 -0.675 -0.565 0.072
O 0.717 2.536 -0.394 -0.315 -0.169 -0.159
N 0.718 0.128 -0.322 0.232 0.338 -0.423
C 1.832 -0.686 0.046 0.171 -0.107 -0.064
H -0.936 -1.583 1.139 -0.001 -0.038 -0.106
H -2.054 -1.874 -0.212 0.082 -0.071 0.051
H -0.373 -2.453 -0.309 -0.164 -0.037 0.080
H -0.761 -0.399 -1.684 -0.309 -0.122 0.007
H -1.910 1.439 -0.731 1.277 0.411 0.686
H -1.894 0.759 0.884 0.603 -0.095 -0.041
H 0.965 1.433 1.250 -1.449 -0.076 0.213
H -0.052 3.017 -0.092 0.045 1.232 -0.442
H 1.613 -1.397 0.858 0.056 0.039 -0.089
H 2.153 -1.237 -0.840 0.215 -0.206 0.139
H 2.669 -0.053 0.361 -0.200 -0.065 -0.091
```
Positions in Å, forces in eV/Å.

Values from the calculation:
LUMO level in Eh: 0.03982
Multiplicity: 1
HOMO in eV: -8.3
SMILES: C[C@H]1C[C@H](O)N1C
HOMO-LUMO gap in eV: 9.411



4.
Entry from OMol25: the molecule C2H9NO2Si2 (wB97M-V/def2-TZVPD).

The geometry in XYZ format:
```
16
Properties=species:S:1:pos:R:3:forces:R:3
C 2.235 -0.565 -1.233 0.284 -0.100 -0.258
C 1.941 -0.211 -0.017 -4.069 1.597 0.250
N 0.356 0.624 0.249 3.990 -0.735 0.803
O -0.079 0.999 -0.987 0.885 -0.315 -0.163
Si -1.613 0.894 -1.554 -0.225 -0.093 0.132
O -0.528 -0.346 0.747 -0.187 -0.347 -1.477
Si -0.808 -0.536 2.354 0.084 -0.021 0.058
H 3.165 -1.056 -1.481 0.116 -0.049 0.100
H 1.558 -0.365 -2.051 -0.149 0.116 -0.012
H 2.402 -0.305 0.939 0.322 -0.057 0.292
H -1.321 1.543 -2.823 -0.385 0.119 -0.430
H -2.536 1.636 -0.694 -0.245 0.168 0.058
H -2.082 -0.482 -1.684 -0.165 -0.240 -0.174
H -2.172 -1.040 2.301 -0.304 -0.172 0.339
H -0.656 0.733 3.051 -0.040 0.286 0.244
H 0.137 -1.523 2.884 0.087 -0.157 0.238
```
Positions in Å, forces in eV/Å.

Values from the calculation:
LUMO level in Eh: 0.03485
Multiplicity: 1
HOMO in eV: -8.6
SMILES: C=CN(O[SiH3])O[SiH3]
HOMO-LUMO gap in eV: 9.573



5.
Entry from OMol25: a structure of composition C19H26N3O4S (wB97M-V/def2-TZVPD).

The geometry in XYZ format:
```
53
Properties=species:S:1:pos:R:3:forces:R:3
C -1.744 3.038 -2.637 -6.758 1.058 -0.015
C -1.050 1.909 -2.258 4.522 -6.298 -0.365
C -1.273 0.656 -2.810 -1.110 -0.867 -3.172
C -0.524 -0.530 -2.622 -8.967 -1.797 -7.095
C 0.328 -0.457 -1.794 14.163 -0.510 11.741
C 0.790 0.688 -1.085 0.857 0.042 0.051
C 0.155 1.817 -1.439 -4.816 2.430 1.485
N 0.111 2.929 -0.520 8.358 0.812 -0.212
C -0.732 3.393 0.339 5.587 2.344 2.153
O -1.867 3.265 0.376 -7.655 -1.304 0.021
C -0.086 4.355 1.571 -10.965 4.673 -7.978
N -1.266 4.359 2.451 -1.073 5.450 0.616
H -1.534 5.509 2.544 0.948 -4.039 0.524
C -0.936 3.599 3.668 0.535 -2.043 0.478
C -1.107 2.138 3.126 9.436 11.310 2.107
C -1.827 1.205 3.208 -14.090 -6.214 3.591
C -1.388 0.147 2.550 0.316 -9.326 -1.634
C -0.078 0.359 2.231 -2.877 1.895 1.481
O 0.024 1.685 2.686 6.709 -0.376 -3.608
H 0.711 -0.261 1.862 0.542 0.352 -0.199
H -1.993 -0.963 2.571 1.985 3.510 -0.405
H -2.760 1.251 3.741 -0.530 -0.209 -0.179
H -1.710 3.737 4.408 0.054 0.380 0.382
H 0.177 3.828 4.074 -2.888 -0.563 -1.051
H -2.232 3.966 1.949 3.208 0.365 0.244
H 0.004 5.517 0.993 -0.581 -3.295 1.659
H 0.813 4.188 1.665 8.764 -2.560 3.187
H 1.161 3.183 -0.237 -3.052 -0.533 -0.713
H 1.622 0.702 -0.282 -1.634 -0.251 -1.474
S 1.519 -1.835 -1.046 -18.962 -0.463 4.984
O 2.644 -1.950 -1.639 15.055 -0.853 -7.923
O 1.394 -1.756 0.358 0.564 1.532 2.310
N 0.535 -3.163 -1.439 5.554 1.231 -4.589
C -0.553 -3.495 -0.686 2.596 2.564 6.215
C -0.031 -4.401 0.517 -4.363 0.253 2.755
C 0.672 -5.657 0.239 -5.048 3.301 -12.342
C 1.606 -5.240 -0.907 11.943 -1.008 2.912
C 1.486 -4.278 -1.979 -15.686 -5.780 5.809
H 2.053 -3.975 -2.610 7.733 3.336 -6.872
H 0.644 -5.019 -2.552 1.472 2.290 -0.179
H 2.663 -4.514 -0.383 -2.440 -2.022 -0.059
H 2.528 -6.189 -1.295 -3.413 2.521 1.008
H 1.096 -6.309 0.779 2.777 -4.358 4.769
H -0.037 -6.233 -0.665 0.916 0.452 2.970
H 0.621 -3.950 1.205 0.993 1.944 0.398
H -0.939 -4.515 1.210 0.884 -0.423 -0.939
H -0.915 -2.446 -0.250 0.390 -2.335 -0.463
H -1.320 -3.848 -1.213 -3.052 -2.007 -2.181
H -0.771 -1.558 -3.012 -0.072 1.462 -0.166
H -1.870 0.362 -3.698 -0.842 1.629 0.720
H -2.365 2.820 -3.564 1.139 0.607 0.809
H -2.628 3.146 -1.856 1.472 -0.017 -1.279
H -1.327 3.982 -2.615 1.400 1.711 -0.287
```
Positions in Å, forces in eV/Å.

Values from the calculation:
LUMO level in Eh: -0.12171
Net charge: +1
Multiplicity: 1
HOMO in eV: -10.7
HOMO-LUMO gap in eV: 7.432



6.
Entry from OMol25: a structure of composition C30H41F7O6SSiTi (wB97M-V/def2-TZVPD).

The geometry in XYZ format:
```
87
Properties=species:S:1:pos:R:3:forces:R:3
Ti -0.671 -1.398 -1.436 2.909 0.826 2.786
C -2.127 -3.942 -4.354 0.129 0.366 0.490
C -2.095 -3.101 -3.085 -0.605 -0.604 -0.957
O -0.964 -2.502 -2.858 -0.380 -1.342 -1.780
C -3.235 -3.025 -2.255 0.264 0.352 0.457
C -4.413 -3.750 -2.577 -0.153 -0.119 0.004
C -5.548 -3.718 -1.796 -0.138 -0.019 0.069
C -5.579 -2.949 -0.633 -0.225 -0.174 -0.104
C -4.451 -2.233 -0.272 0.632 0.175 -0.104
C -3.268 -2.238 -1.027 -1.828 -0.743 -0.293
O -2.265 -1.524 -0.598 -0.959 0.078 1.213
H -1.166 -3.824 -4.852 -0.044 -0.032 -0.017
H -2.925 -3.619 -5.025 -0.078 -0.049 -0.076
H -2.273 -4.997 -4.113 -0.040 -0.118 -0.093
H -4.433 -4.369 -3.465 0.103 0.032 -0.044
H -6.417 -4.301 -2.082 0.006 0.005 -0.048
H -6.472 -2.915 -0.018 0.017 0.001 0.004
H -4.437 -1.634 0.630 0.002 0.025 0.025
C 2.108 -2.574 -1.921 -0.246 -0.016 0.323
C 1.269 -3.543 -1.048 1.259 -1.082 -0.316
O 0.165 -3.063 -0.521 -0.569 0.478 0.162
C 0.984 -4.820 -1.928 0.057 -0.310 -0.198
F -0.037 -5.553 -1.479 -0.166 0.085 0.158
F 2.045 -5.676 -2.003 0.268 -0.023 0.155
F 0.717 -4.533 -3.211 -0.050 0.143 -0.175
C 2.181 -4.049 0.122 0.286 -0.094 0.206
F 3.465 -4.360 -0.214 0.047 0.089 -0.282
F 1.703 -5.158 0.720 -0.263 -0.117 0.001
F 2.287 -3.124 1.074 -0.062 0.324 0.127
H 1.458 -2.182 -2.714 0.273 -0.191 -0.018
H 2.977 -3.076 -2.349 -0.049 0.085 -0.150
H 2.418 -1.735 -1.294 0.132 -0.208 -0.086
F -2.453 3.211 -5.255 0.202 -0.365 0.313
C -2.000 2.217 -4.397 -0.031 0.050 0.061
C -2.481 2.176 -3.097 -0.078 0.344 -0.641
C -2.038 1.169 -2.260 0.319 -0.465 0.187
C -1.121 0.171 -2.656 -0.443 1.962 -1.789
C -0.671 0.289 -3.992 0.017 -0.329 0.656
C -1.087 1.285 -4.858 -0.290 0.525 -0.256
H -3.203 2.916 -2.774 -0.018 0.029 0.019
H -2.436 1.136 -1.247 0.026 0.048 -0.035
H 0.030 -0.457 -4.373 -0.110 0.110 -0.007
H -0.730 1.343 -5.880 -0.008 0.015 -0.006
C 4.339 1.835 3.379 -0.259 -0.163 -0.286
C 3.513 1.050 2.341 0.724 -0.210 0.257
C 3.120 -0.303 2.936 -0.081 0.240 -0.126
C 4.328 0.862 1.058 -0.220 0.086 0.209
O 2.380 1.826 2.049 -0.162 0.263 0.017
Si 0.942 1.374 1.333 0.236 -0.342 -0.724
S 1.203 0.150 -0.304 -0.167 0.611 0.497
O 0.002 0.657 2.467 -0.003 -0.316 -0.063
C -0.617 1.196 3.605 -0.376 0.154 0.589
C 0.380 1.985 4.465 -0.181 -0.194 -0.177
C -1.775 2.105 3.183 0.197 -0.122 0.032
C -1.176 0.007 4.396 0.167 0.244 -0.241
O 0.252 2.856 1.113 -0.346 -0.199 0.066
C 0.768 4.069 0.640 0.127 0.751 -0.106
C 1.403 4.827 1.818 -0.148 -0.198 -0.237
C 1.812 3.856 -0.453 -0.267 -0.087 0.160
C -0.415 4.863 0.066 0.251 -0.255 0.154
H 5.193 1.240 3.698 0.129 -0.022 0.033
H 3.727 2.068 4.248 -0.098 -0.023 0.109
H 4.697 2.771 2.954 0.023 0.106 -0.073
H 4.001 -0.860 3.248 0.115 -0.087 -0.018
H 2.565 -0.879 2.203 -0.063 -0.185 -0.110
H 2.475 -0.148 3.797 -0.044 -0.015 0.143
H 5.169 0.194 1.222 0.171 -0.111 0.010
H 4.694 1.829 0.713 0.092 0.113 -0.028
H 3.667 0.458 0.295 0.101 -0.136 -0.078
H 0.860 2.744 3.858 0.067 0.197 0.000
H 1.152 1.322 4.850 0.083 -0.044 0.057
H -0.132 2.457 5.303 -0.056 0.028 0.090
H -1.383 2.959 2.643 -0.058 0.145 -0.018
H -2.338 2.437 4.054 -0.095 0.019 0.081
H -2.424 1.551 2.510 -0.171 -0.056 -0.054
H -0.367 -0.626 4.754 0.114 -0.062 0.063
H -1.797 -0.590 3.734 -0.138 -0.071 -0.034
H -1.766 0.363 5.239 -0.052 -0.037 0.115
H 2.171 4.194 2.253 0.122 -0.009 0.094
H 0.653 5.045 2.577 -0.100 0.020 0.077
H 1.850 5.761 1.484 0.039 0.155 -0.052
H 2.662 3.326 -0.040 0.260 -0.073 0.018
H 2.132 4.816 -0.852 0.085 0.121 -0.093
H 1.388 3.244 -1.242 -0.037 -0.070 -0.206
H -1.181 5.010 0.827 -0.035 0.010 0.106
H -0.855 4.302 -0.754 -0.066 -0.048 -0.142
H -0.081 5.834 -0.296 0.009 0.123 -0.053
```
Positions in Å, forces in eV/Å.

Values from the calculation:
LUMO level (spin up / spin down) in Eh: 0.15665 / 0.15665
Net charge: -2
<S²>: 2.034
Multiplicity: 3
HOMO (spin up / spin down) in eV: 0.0 / -2.6
HOMO-LUMO gap (spin up / spin down) in eV: 4.229 / 6.827



7.
Entry from OMol25: a structure of composition C5H12N2 (wB97M-V/def2-TZVPD).

The geometry in XYZ format:
```
19
Properties=species:S:1:pos:R:3:forces:R:3
C 0.677 -0.635 1.544 1.903 1.736 1.325
C -1.782 0.543 -0.215 0.392 0.010 0.058
C -0.649 -1.110 -1.536 0.527 0.348 0.398
N -0.511 -0.051 -0.561 1.105 1.821 0.476
C 0.870 0.230 0.407 -3.929 -2.156 -3.499
N 2.046 0.071 -0.373 0.000 0.077 0.473
C 0.857 1.305 1.362 -0.292 -1.202 0.684
H 2.015 -0.785 -0.912 0.027 0.125 0.051
H 2.171 0.861 -0.993 -0.091 -0.104 -0.018
H -0.258 -0.702 2.078 -0.184 0.093 -0.427
H 1.437 -1.359 1.808 0.277 0.342 0.290
H 0.320 -1.545 -1.796 -0.017 -0.008 0.030
H -1.692 1.337 0.530 0.217 -0.059 -0.049
H -2.256 1.012 -1.090 -0.037 -0.106 0.018
H -2.492 -0.188 0.196 -0.137 -0.118 -0.010
H -1.296 -1.928 -1.191 -0.032 -0.079 0.038
H -1.080 -0.723 -2.473 0.017 -0.060 0.092
H -0.037 1.636 1.867 -0.180 -0.134 -0.344
H 1.661 2.029 1.349 0.434 -0.526 0.413
```
Positions in Å, forces in eV/Å.

Values from the calculation:
LUMO level in Eh: 0.03292
Multiplicity: 1
HOMO in eV: -7.2
HOMO-LUMO gap in eV: 8.115



Relative energy (zero: lowest compared OMol25 entry of this formula, charge and spin): 974.58 3.23 256.34 49.57 1801.10 97.55 416.00 (kJ/mol)
Max |F|: 0.17393 0.01471 0.02931 0.08514 0.38139 0.07995 0.11057 (hartree/bohr)